10
Properties=species:S:1:pos:R:3:mulliken_charge:R:1 method="wB97M-V/def2-TZVPD" orbital_gap_ev=7.02 total_energy_ev=-60805.0986 charge=+1 e_homo_ha=-0.4687 max_force_ha_per_bohr=0.0158
O 1.964 -0.245 0.885 -0.423
B 1.223 -0.498 -0.205 0.360
P -0.509 0.405 -0.574 0.296
O -1.658 -0.654 0.073 -0.421
O -0.624 1.637 0.476 -0.481
H 2.613 0.464 0.915 0.346
H 1.566 -1.260 -1.064 -0.030
H -1.504 -1.033 0.951 0.293
H -0.434 2.482 0.044 0.348
Cu -2.635 -1.299 -1.501 0.712

29
Properties=species:S:1:pos:R:3:mulliken_charge:R:1 method="wB97M-V/def2-TZVPD" orbital_gap_ev=10.67 total_energy_ev=-28195.8016 charge=-1 e_homo_ha=-0.2861 max_force_ha_per_bohr=0.0251
B 0.304 -0.364 0.232 0.749
F -0.430 0.526 -0.577 -0.427
F 1.441 -0.855 -0.445 -0.402
F 0.553 0.205 1.523 -0.454
F -0.629 -1.388 0.417 -0.361
O -0.495 -3.249 -1.652 -0.629
H -0.698 -4.153 -1.412 0.292
H -0.819 -2.728 -0.917 0.344
O 3.234 -1.577 1.753 -0.679
H 2.595 -1.316 1.090 0.350
H 3.318 -0.811 2.320 0.321
O -2.812 -1.847 1.879 -0.687
H -2.029 -1.432 1.517 0.405
H -2.496 -2.334 2.640 0.285
O -2.950 -0.134 -1.962 -0.672
H -3.301 -0.992 -1.726 0.303
H -2.322 0.068 -1.268 0.328
O -1.742 2.071 1.015 -0.695
H -1.610 2.038 1.962 0.304
H -1.120 1.434 0.664 0.353
O 2.338 2.130 1.463 -0.636
H 1.897 1.484 2.015 0.315
H 2.463 1.685 0.625 0.333
O 2.316 1.509 -1.368 -0.594
H 3.006 1.425 -2.026 0.262
H 1.634 0.903 -1.656 0.268
O -0.789 2.789 -2.251 -0.647
H -0.065 3.079 -1.695 0.330
H -0.792 1.836 -2.162 0.339

32
Properties=species:S:1:pos:R:3:lowdin_spin:R:1 method="wB97M-V/def2-TZVPD" orbital_gap_ev="10.95 / 2.51" total_energy_ev=-30267.5100 e_homo_ha="-0.4073 / -0.4044" spin_multiplicity=2 max_force_ha_per_bohr=0.0543
B 22.643 -4.879 6.645 -0.001
F 22.567 -5.758 5.585 0.006
F 21.503 -4.935 7.438 -0.003
F 23.780 -5.245 7.328 0.004
F 22.751 -3.637 6.197 0.000
O 22.393 -4.628 9.929 0.194
H 22.067 -4.798 9.045 0.001
H 22.524 -3.680 9.958 0.002
O 23.445 -8.134 6.769 0.157
H 23.645 -7.199 6.819 0.001
H 22.753 -8.196 6.110 0.000
O 20.170 -2.699 6.014 0.005
H 19.343 -3.181 6.020 0.000
H 20.819 -3.331 6.322 0.000
O 23.171 -5.949 2.755 0.000
H 23.506 -5.089 2.501 0.000
H 23.009 -5.874 3.695 0.000
O 20.128 -7.000 6.648 0.286
H 20.845 -6.430 6.925 0.002
H 20.561 -7.771 6.281 0.001
O 19.531 -5.344 10.515 0.189
H 19.611 -5.142 11.447 0.001
H 20.434 -5.377 10.198 -0.003
O 25.786 -3.539 5.458 0.004
H 24.838 -3.625 5.559 0.000
H 25.937 -2.595 5.408 0.000
O 22.039 -0.576 7.041 0.007
H 21.793 -0.059 6.274 0.000
H 21.852 -1.481 6.790 0.000
O 25.408 -3.813 9.267 0.143
H 24.815 -4.331 8.721 0.001
H 26.214 -3.753 8.755 0.001

47
Properties=species:S:1:pos:R:3:mulliken_charge:R:1 method="wB97M-V/def2-TZVPD" orbital_gap_ev=9.62 total_energy_ev=-40676.5978 charge=-1 e_homo_ha=-0.2741 max_force_ha_per_bohr=0.0195
B 5.616 8.524 -25.539 1.194
F 6.141 8.122 -24.288 -0.674
F 5.262 7.446 -26.361 -0.161
F 4.440 9.299 -25.340 -0.411
F 6.500 9.350 -26.228 -0.229
O 7.487 5.389 -27.549 -0.605
H 7.344 6.221 -28.026 0.325
H 6.637 4.942 -27.572 0.264
O 5.879 5.332 -24.297 -0.684
H 6.801 5.082 -24.421 0.307
H 5.880 6.300 -24.374 0.325
O 2.699 11.614 -24.465 -0.649
H 2.187 11.526 -23.656 0.303
H 3.361 10.913 -24.407 0.343
O 3.821 8.545 -22.663 -0.714
H 4.687 8.501 -23.099 0.325
H 3.193 8.269 -23.343 0.373
O 2.174 6.594 -24.429 -0.622
H 2.263 5.916 -23.752 0.326
H 2.729 6.274 -25.168 0.333
O 9.779 10.322 -26.744 -0.639
H 9.220 10.307 -27.530 0.251
H 10.159 11.205 -26.726 0.280
O 3.423 5.543 -26.599 -0.753
H 3.898 4.914 -27.146 0.277
H 3.974 6.351 -26.606 0.333
O 7.295 11.163 -23.081 -0.739
H 7.543 12.066 -23.301 0.286
H 6.820 10.855 -23.861 0.326
O 7.768 8.369 -28.603 -0.710
H 7.294 8.749 -27.846 0.304
H 7.173 8.501 -29.349 0.312
O 8.469 8.703 -23.023 -0.778
H 7.748 8.263 -23.513 0.353
H 8.118 9.595 -22.818 0.428
O 2.547 8.886 -27.254 -0.786
H 2.208 8.022 -26.995 0.341
H 3.281 9.043 -26.616 0.299
O 6.297 12.075 -25.896 -0.649
H 5.980 11.161 -26.015 0.249
H 6.755 12.280 -26.714 0.276
O 4.051 10.938 -28.148 -0.624
H 3.584 10.089 -28.009 0.389
H 4.780 10.723 -28.737 0.267
O 9.916 7.883 -25.323 -0.671
H 9.662 8.684 -25.803 0.325
H 9.698 8.059 -24.391 0.386

37
Properties=species:S:1:pos:R:3:mulliken_charge:R:1 method="wB97M-V/def2-TZVPD" orbital_gap_ev=6.89 total_energy_ev=-21009.5839 e_homo_ha=-0.2735 max_force_ha_per_bohr=0.2043
N 0.021 -0.234 0.455 -0.202
H 0.389 -0.429 -0.385 0.234
H 0.667 -0.475 1.337 0.376
H -1.009 -0.375 0.635 0.328
H -0.255 0.820 0.677 0.244
B -2.485 2.936 -1.233 0.051
H -1.639 3.875 -1.696 -0.171
H -2.453 2.038 -1.866 -0.336
H -2.483 2.618 -0.039 -0.271
H -3.590 3.362 -1.578 -0.144
O -3.330 -0.257 1.951 -0.675
H -3.851 0.187 1.250 0.357
H -3.982 -0.345 2.777 0.318
O 1.729 -1.802 2.765 -0.689
H 1.210 -2.087 3.544 0.282
H 2.532 -1.512 3.278 0.339
O -1.039 -0.547 -2.422 -0.542
H -1.016 0.403 -2.425 0.286
H -1.275 -0.780 -3.203 0.211
O 2.076 2.127 0.380 -0.641
H 1.760 2.826 -0.308 0.359
H 1.647 2.664 1.065 0.271
O 3.269 -3.227 0.843 -0.636
H 2.869 -4.010 0.922 0.265
H 2.824 -2.456 1.238 0.389
O 2.973 -0.928 -1.465 -0.629
H 3.243 -1.716 -0.788 0.345
H 3.025 -1.277 -2.344 0.296
O -0.622 1.548 2.964 -0.701
H -1.489 1.731 2.419 0.378
H 0.072 2.320 2.881 0.319
O 1.202 1.373 -3.401 -0.559
H 0.649 1.320 -4.037 0.254
H 1.187 0.397 -3.022 0.294
O -0.475 -3.272 -0.317 -0.639
H -1.124 -3.398 -1.172 0.326
H -1.212 -3.418 0.321 0.312

38
Properties=species:S:1:pos:R:3:mulliken_charge:R:1 method="wB97M-V/def2-TZVPD" orbital_gap_ev=9.30 total_energy_ev=-23622.2789 charge=-1 e_homo_ha=-0.2531 max_force_ha_per_bohr=0.0799
B 5.286 -15.291 -34.861 -0.375
H 4.130 -14.993 -35.184 -0.126
H 5.618 -14.711 -33.761 0.024
H 5.489 -16.480 -34.707 -0.291
H 6.063 -14.930 -35.813 -0.130
O 8.360 -12.226 -34.618 -0.632
H 7.930 -11.460 -34.270 0.275
H 7.707 -12.680 -35.133 0.379
O 7.971 -16.722 -33.045 -0.704
H 8.143 -15.823 -32.798 0.335
H 7.530 -16.585 -33.823 0.364
O 2.763 -12.045 -35.520 -0.674
H 3.736 -12.125 -35.501 0.394
H 2.518 -12.066 -36.454 0.289
O 5.676 -17.037 -31.795 -0.640
H 6.408 -16.709 -31.241 0.298
H 6.042 -16.911 -32.636 0.341
O 5.552 -12.186 -35.644 -0.881
H 5.548 -13.103 -35.738 0.326
H 5.580 -12.087 -34.697 0.389
O 3.887 -18.961 -33.320 -0.611
H 4.095 -18.157 -33.824 0.293
H 2.951 -19.027 -33.490 0.316
O 3.026 -13.261 -32.949 -0.670
H 2.655 -12.398 -33.071 0.319
H 3.312 -13.549 -33.789 0.281
O 2.484 -16.219 -33.380 -0.666
H 3.275 -16.121 -33.875 0.166
H 2.809 -16.237 -32.477 0.452
O 5.597 -11.703 -32.786 -0.611
H 5.470 -10.858 -32.406 0.272
H 4.725 -12.052 -32.788 0.385
O 3.750 -14.983 -31.028 -0.707
H 4.516 -15.360 -31.368 0.354
H 3.439 -14.416 -31.741 0.433
O 6.758 -13.422 -30.905 -0.652
H 6.291 -12.846 -31.544 0.398
H 7.472 -13.858 -31.453 0.286

9
Properties=species:S:1:pos:R:3:mulliken_charge:R:1 method="wB97M-V/def2-TZVPD" orbital_gap_ev=11.16 total_energy_ev=-12435.4842 e_homo_ha=-0.4088 smiles="O=[N+]([O-])OB(O)O" max_force_ha_per_bohr=0.0890
O -1.646 1.261 -0.192 -0.610
N -1.838 0.093 0.030 1.134
O -2.917 -0.407 0.270 -0.529
O -0.675 -0.676 -0.003 -0.446
B 0.963 -0.265 -0.106 0.523
O 1.657 -1.364 0.014 -0.369
O 1.278 1.005 -0.097 -0.411
H 2.596 -1.319 0.181 0.340
H 0.582 1.670 -0.097 0.369

7
Properties=species:S:1:pos:R:3:mulliken_charge:R:1 method="wB97M-V/def2-TZVPD" orbital_gap_ev=12.04 total_energy_ev=-6871.2490 e_homo_ha=-0.4357 smiles=OB(O)O max_force_ha_per_bohr=0.0465
O 1.541 -0.622 -0.848 -0.490
B 0.476 -0.221 -0.107 0.626
O 0.585 -0.445 1.285 -0.487
O -0.692 0.393 -0.589 -0.478
H 1.646 -0.145 -1.726 0.320
H -0.240 -0.129 1.576 0.241
H -1.168 0.727 0.193 0.268

7
Properties=species:S:1:pos:R:3:mulliken_charge:R:1 method="wB97M-V/def2-TZVPD" orbital_gap_ev=7.01 total_energy_ev=-33229.1067 e_homo_ha=-0.3069 max_force_ha_per_bohr=0.0427
B 0.561 0.136 0.232 0.551
S -2.387 0.263 0.117 -0.458
S 1.643 1.553 0.384 -0.260
S 0.583 -1.613 0.017 -0.245
H -2.701 -0.996 -0.194 0.069
H 1.132 2.417 1.284 0.192
H 1.963 -1.829 -0.399 0.151

8
Properties=species:S:1:pos:R:3:mulliken_charge:R:1 method="wB97M-V/def2-TZVPD" orbital_gap_ev=9.76 total_energy_ev=-3736.9611 e_homo_ha=-0.3388 max_force_ha_per_bohr=0.1038
B 0.528 0.459 -0.198 0.122
N -0.480 1.151 0.401 -0.279
N 0.464 -1.560 0.010 -0.689
H 1.566 0.745 -0.499 -0.049
H -0.736 2.167 0.522 0.242
H -1.281 0.538 0.575 0.246
H 0.436 -1.737 -1.085 0.217
H -0.497 -1.762 0.274 0.189

25
Properties=species:S:1:pos:R:3:mulliken_charge:R:1 method="wB97M-V/def2-TZVPD" orbital_gap_ev=12.31 total_energy_ev=-17323.2469 charge=+2 e_homo_ha=-0.6804 max_force_ha_per_bohr=0.0113
Ba -0.719 -0.092 -0.242 1.663
O 1.317 -1.837 0.690 -0.531
H 1.434 -2.273 1.546 0.309
H 1.076 -2.546 0.076 0.273
O -0.611 2.866 -0.121 -0.533
H 0.064 3.509 -0.381 0.279
H -1.430 3.195 -0.522 0.325
O 0.930 0.986 1.749 -0.545
H 0.609 1.409 2.559 0.257
H 1.782 0.594 1.999 0.285
O -1.489 -2.596 1.194 -0.512
H -1.055 -3.391 0.858 0.296
H -1.802 -2.837 2.078 0.287
O -2.010 0.801 1.989 -0.516
H -2.010 0.500 2.909 0.274
H -2.677 1.504 1.964 0.282
O -0.337 1.021 -2.775 -0.548
H 0.376 1.651 -2.621 0.292
H -0.670 1.228 -3.661 0.286
O 0.162 -2.073 -1.923 -0.525
H -0.368 -2.542 -2.589 0.262
H 1.081 -2.230 -2.194 0.308
O 1.791 0.883 -1.015 -0.515
H 2.431 1.463 -1.453 0.284
H 2.124 0.806 -0.114 0.262

31
Properties=species:S:1:pos:R:3:mulliken_charge:R:1 method="wB97M-V/def2-TZVPD" orbital_gap_ev=1.75 total_energy_ev=-125855.0811 charge=-3 e_homo_ha=-0.0134 max_force_ha_per_bohr=0.1134
Ca 0.452 -4.512 -0.885 1.341
Ca 0.774 2.290 -3.087 1.651
Be 2.624 1.645 3.451 0.000
Be -4.105 -1.874 -3.010 -0.004
Be -3.636 2.970 1.495 0.193
Be 4.477 -0.408 -1.544 0.000
P -4.345 -0.367 4.792 0.980
O -5.843 -0.177 5.239 -0.506
O -3.730 1.008 5.112 -0.483
O -4.414 -0.646 3.300 -0.423
O -3.548 -1.664 5.515 -0.553
P 1.529 -2.371 -4.610 0.647
O 1.813 -0.911 -4.540 -0.553
O 1.551 -3.013 -5.900 -0.681
O 0.163 -2.435 -4.060 -0.441
O 2.311 -2.976 -3.463 -0.569
P -0.655 0.129 0.250 0.891
O 0.816 0.469 -0.169 -0.548
O -0.711 -1.457 0.697 -0.639
O -1.668 0.510 -0.837 -0.630
O -0.677 1.062 1.543 -0.437
P -1.221 5.784 -2.277 0.909
O -1.481 4.615 -3.164 -0.619
O -2.009 5.916 -0.886 -0.427
O -1.494 7.079 -3.041 -0.523
O 0.312 5.672 -2.044 -0.601
P 4.556 -3.304 2.375 0.872
O 3.734 -3.500 3.672 -0.434
O 6.048 -3.421 2.739 -0.522
O 4.440 -1.879 1.983 -0.318
O 3.937 -4.236 1.354 -0.576